(1)
C12Br4F5O2ReSSe3Te | ωB97M-V/def2-TZVPD

Atoms and positions in Å:
Re 0.45 1.05 -1.33
F 1.76 -5.90 0.65
C 1.85 -4.58 0.41
C 0.76 -3.88 -0.10
F -0.38 -4.52 -0.37
C 0.88 -2.52 -0.36
F -0.20 -1.86 -0.83
C 2.08 -1.82 -0.17
S 2.39 -0.19 -0.64
C 3.14 -2.56 0.39
F 4.31 -1.94 0.63
C 3.03 -3.90 0.68
F 4.08 -4.56 1.21
Br -4.29 4.86 2.16
C -3.01 3.57 1.64
C -2.52 2.67 2.58
Br -3.10 2.78 4.38
C -1.62 1.69 2.21
Br -0.96 0.44 3.46
C -1.16 1.62 0.89
O -0.32 0.74 0.46
C -1.63 2.57 -0.07
O -1.13 2.50 -1.26
C -2.59 3.50 0.32
Br -3.28 4.68 -0.99
Se -0.61 -0.25 -3.06
Se -0.79 0.80 -5.13
Te 0.95 2.65 -5.04
Se 1.90 2.36 -2.72

Computed properties:
**2S+1**: 2
**Charge**: -1
**Largest force on an atom**: 0.055 Eh/bohr
**Energy above the lowest of the compared OMol25 structures with the same formula, charge and spin**: 0.885 eV

(2)
C3H6O3 | ωB97M-V/def2-TZVPD

Atoms and positions in Å:
C 1.59 0.08 0.67
C 1.23 0.60 -0.67
O 1.00 -0.70 -0.31
H 2.53 -0.26 0.89
H 1.03 0.31 1.54
H 2.09 0.81 -1.23
H 0.61 1.46 -0.64
O -1.57 0.77 0.47
C -2.27 -0.08 -0.02
O -1.92 -1.37 -0.27
H -3.30 -0.01 -0.52
H -1.01 -1.61 0.10

Computed properties:
**SMILES**: C1CO1.O=CO
**Largest force on an atom**: 0.065 Eh/bohr
**Energy above the lowest of the compared OMol25 structures with the same formula, charge and spin**: 2.623 eV

Q: Look up the largest force on an atom of the second one.
A: 0.065 Eh/bohr

Q: The lowest largest force on an atom belongs to which entry?
A: C12Br4F5O2ReSSe3Te